No. 1
Entry from the OMol25 dataset: 3 unconnected molecules or ions with the total composition C21H41ClN2O4 at a distorted geometry (ωB97M-V/def2-TZVPD).

The value obtained for the LUMO energy (spin up / spin down) is 0.0143 / -0.0240 Ha. As for the total energy: -1695.15756 hartree. As for the total charge: 0. As for the expectation value of S²: 2.010. Its multiplicity is 3.

Structure (XYZ):
```
69
Properties=species:S:1:pos:R:3:forces:R:3
C -4.066460 -4.504684 0.738942 0.750 -0.588 -0.418
C -4.908722 -5.856739 1.123912 1.661 0.680 1.477
Cl -4.820424 -6.992991 -0.341915 -0.441 0.748 1.146
O -6.261165 -5.624349 1.651300 0.099 2.254 -3.255
C -6.992916 -4.597722 0.893608 -3.578 4.015 4.681
O -7.809760 -3.770326 1.599371 5.435 -5.844 -4.898
H -2.952437 -4.662521 1.134007 -2.518 0.225 -1.001
H -4.445689 -3.518340 1.241858 0.390 -2.050 -0.993
H -4.019651 -4.449322 -0.447412 -0.066 0.282 2.671
H -4.299013 -6.393638 1.994072 -1.843 0.967 -1.953
H -6.857699 -4.428089 -0.274397 0.023 -0.855 2.562
C -1.590330 0.152418 -0.913444 -0.027 0.360 -0.243
C -1.198890 -1.353049 -0.824348 -0.632 1.281 1.423
C 0.270426 -1.529842 -0.337987 0.106 -0.242 -0.124
C 1.331493 -1.314932 -1.405816 0.030 0.065 -0.048
C 1.021053 -2.147012 -2.643610 -0.135 -0.094 0.302
C -0.397590 -1.863515 -3.199241 0.533 0.648 -1.842
N -1.470125 -2.005816 -2.149987 1.163 -4.793 1.430
O -1.651800 -3.381130 -1.919971 -0.018 3.620 -0.809
C -0.408014 -0.436839 -3.813505 0.055 0.282 0.235
C -0.648484 -2.788945 -4.433883 -0.264 -0.288 0.577
C -2.103172 -1.891711 0.340462 0.184 -0.602 -0.650
H -1.750626 0.509229 -1.928948 0.155 -0.142 -0.017
H -2.542817 0.359741 -0.409775 0.212 -0.240 0.039
H -0.834309 0.796936 -0.454227 -0.015 -0.116 -0.024
H 0.404009 -2.545546 0.059355 -0.251 0.024 -0.153
H 0.473629 -0.853721 0.503680 -0.332 -0.038 -0.195
H 1.411213 -0.252419 -1.655596 -0.026 -0.033 -0.003
H 2.310595 -1.609584 -1.009666 -0.118 0.090 -0.011
H 1.778854 -1.944335 -3.411523 -0.349 0.009 -0.084
H 1.124024 -3.211807 -2.393196 -0.236 0.104 -0.041
H -1.405397 -0.166917 -4.176320 0.084 -0.085 0.112
H 0.275343 -0.374162 -4.671940 -0.157 -0.302 0.227
H -0.070687 0.338601 -3.121442 -0.137 -0.122 -0.017
H -0.539782 -3.852024 -4.196994 -0.154 0.225 0.154
H 0.073640 -2.579724 -5.234988 -0.084 0.227 0.387
H -1.650381 -2.627019 -4.849583 0.134 -0.030 0.168
H -3.164950 -1.870698 0.066117 0.244 0.035 -0.079
H -1.982358 -1.274883 1.240168 0.164 0.135 -0.398
H -1.847600 -2.916936 0.633283 0.011 0.266 -0.288
C 1.735801 5.282380 0.850871 0.321 0.208 -0.200
C 1.303920 3.884931 1.387724 -1.096 1.707 -0.198
C 1.384605 3.824147 2.942229 0.105 -0.333 0.056
C 2.780838 3.611545 3.505828 0.059 0.015 0.046
C 3.451135 2.417417 2.838278 -0.329 0.028 -0.016
C 3.485170 2.552157 1.294797 2.022 -0.055 -0.263
N 2.124897 2.826912 0.706853 -2.382 -4.055 2.087
O 1.397021 1.624684 0.754283 1.928 3.121 -0.658
C 4.488374 3.678116 0.922461 -0.086 0.331 0.104
C 4.144157 1.269047 0.692240 -0.689 -0.052 -0.002
C -0.224642 3.820765 1.035526 0.369 -0.844 -0.065
H 2.669658 5.273196 0.292226 0.023 -0.130 0.167
H 1.008576 5.691431 0.138327 -0.019 -0.216 0.263
H 1.843425 6.012792 1.658810 -0.022 -0.119 -0.051
H 0.752857 3.003331 3.309018 0.045 0.021 -0.286
H 0.962758 4.739898 3.378438 -0.034 -0.114 -0.380
H 3.382225 4.518052 3.386424 0.028 -0.057 -0.043
H 2.713282 3.430117 4.585141 -0.001 0.077 -0.135
H 4.469330 2.309875 3.234188 -0.069 -0.004 -0.355
H 2.917959 1.501164 3.126898 -0.022 0.103 -0.233
H 4.511958 3.848649 -0.159032 -0.092 -0.042 0.131
H 5.509400 3.411255 1.229230 -0.363 -0.193 -0.034
H 4.279782 4.629591 1.417670 -0.070 -0.119 -0.127
H 3.625394 0.349489 0.980973 -0.121 0.258 -0.100
H 5.179578 1.157709 1.042257 -0.294 0.346 0.042
H 4.175454 1.320266 -0.402849 -0.104 0.024 0.184
H -0.385163 3.791237 -0.049113 0.138 -0.022 0.183
H -0.747725 4.704492 1.422766 0.446 -0.034 -0.016
H -0.723056 2.949715 1.477115 0.254 0.073 -0.150
```
Positions in Å, forces in eV/Å.

No. 2
Entry from the OMol25 dataset: a single C2H2OS3 molecule at a distorted geometry (ωB97M-V/def2-TZVPD).

The value obtained for the LUMO energy (spin up / spin down) is -0.0660 / -0.0801 Ha. As for the total energy: -1347.12938 hartree. As for the total charge: 0. Its multiplicity is 1. Its relative energy (zero: lowest compared OMol25 entry of this formula, charge and spin) is 39.0 kcal per mole.

Structure (XYZ):
```
8
Properties=species:S:1:pos:R:3:forces:R:3
C 0.475381 0.809569 -0.431013 0.288 0.227 -0.006
C -0.646672 0.068552 -0.763542 -0.035 -0.050 0.004
O 0.903021 2.674783 -2.233633 -0.216 0.470 -0.792
S 1.435724 2.127144 -0.986363 -0.983 -1.295 0.522
S -3.145137 -1.258200 -1.907953 0.945 0.709 0.209
S -1.773943 0.163701 -2.057148 -0.088 0.038 -0.179
H 0.949765 0.466751 0.481212 0.096 -0.050 0.168
H -0.882781 -0.741412 -0.084602 -0.006 -0.049 0.074
```
Positions in Å, forces in eV/Å.

> total charge of number 2 (C2H2OS3)?

0

> Look up the multiplicity of the second one.

1

> Number 2 is which compound?

C2H2OS3